1.
Below is C37H37Cl3O2P2Tc as an isolated structure, with properties calculated with the ωB97M-V functional and the def2-TZVPD basis.

Properties
2S+1 = 4
HOMO energy (spin up / spin down) = -12.7203 / -13.9325 eV
⟨S²⟩ = 3.81
Kohn-Sham gap (spin up / spin down) = 5.70 / 6.49 eV
E = -3725.86599 a.u.
ΔE to the lowest compared entry with this formula, charge and spin = 52.8 kcal/mol
Charge = +2
LUMO energy (spin up / spin down) = -7.0 / -7.4 eV

Each line ends with the Löwdin charge.
CARTESIAN COORDINATES (ANGSTROEM)
Tc  -1.7635  1.1526  -4.4706  1.51
C  -2.8002  1.2642  -6.0577  -0.31
C  -2.3465  -0.1369  -5.7712  -0.31
C  -1.1902  -0.7004  -6.5680  -0.17
C  0.1653  -0.0214  -6.2213  -0.16
C  0.0857  0.8152  -4.9595  -0.32
C  -0.3012  2.2581  -5.0153  -0.31
C  -0.6937  2.8140  -6.3620  -0.17
C  -1.9816  2.1474  -6.9883  -0.16
C  1.8934  -0.2681  0.1267  -0.16
H  -3.8760  1.4225  -6.1175  0.13
H  -3.0975  -0.8829  -5.5632  0.12
H  -1.4059  -0.6583  -7.6478  0.13
H  -1.0830  -1.7844  -6.3741  0.11
H  0.8909  -0.8343  -6.0416  0.11
H  0.5896  0.5371  -7.0747  0.12
H  0.8802  0.5679  -4.2659  0.07
H  0.2870  2.9107  -4.3714  0.12
H  0.1677  2.7701  -7.0561  0.12
H  -0.9110  3.8949  -6.2526  0.12
H  -2.6388  2.9895  -7.2854  0.13
H  -1.7362  1.6238  -7.9274  0.12
H  1.2026  0.5836  0.1591  0.02
H  2.7007  -0.1099  0.8534  0.09
H  1.3640  -1.1884  0.4007  0.07
P  -0.9914  -1.3594  -1.9253  1.07
P  2.6397  -0.4650  -1.4798  0.99
C  0.5516  -2.1475  -2.0495  -0.35
C  1.6476  -1.4273  -2.5677  -0.26
C  -2.4079  -2.3987  -1.9351  -0.37
C  -2.6654  -3.2590  -3.0431  -0.08
C  -3.5558  -4.3131  -2.8652  -0.06
C  -4.2422  -4.4403  -1.6441  -0.04
C  -4.1056  -3.4822  -0.6273  -0.05
C  -3.2426  -2.4089  -0.8046  -0.08
C  -3.5230  1.5813  -3.2731  -0.26
C  -3.6247  2.8854  -2.8409  -0.14
C  -4.8741  3.3292  -2.3864  -0.07
C  -5.9462  2.4412  -2.3205  -0.07
C  -5.7836  1.1079  -2.6882  -0.07
C  -4.5429  0.6540  -3.1663  -0.12
C  4.1719  -1.3903  -1.2274  -0.31
C  4.0638  -2.7160  -0.7740  -0.07
C  5.2171  -3.4547  -0.5111  -0.05
C  6.4773  -2.8867  -0.7302  -0.04
C  6.5793  -1.5770  -1.2110  -0.05
C  5.4304  -0.8211  -1.4572  -0.06
C  2.9894  1.1231  -2.2491  -0.32
C  2.5807  2.3280  -1.6549  -0.07
C  2.8310  3.5374  -2.3014  -0.05
C  3.4581  3.5561  -3.5502  -0.05
C  3.8345  2.3557  -4.1588  -0.05
C  3.5941  1.1397  -3.5178  -0.10
H  0.4594  -3.2422  -2.1431  0.09
H  1.9985  -1.4875  -3.6257  0.10
H  -2.1423  -3.0943  -3.9903  0.10
H  -3.6965  -5.0480  -3.6637  0.12
H  -4.8989  -5.2937  -1.4794  0.12
H  -4.6426  -3.5649  0.3203  0.12
H  -3.1724  -1.6079  -0.0692  0.08
H  -2.7573  3.5387  -2.9126  0.10
H  -4.9929  4.3646  -2.0846  0.12
H  -6.9184  2.7930  -1.9663  0.12
H  -6.6131  0.4101  -2.6140  0.12
H  -4.3732  -0.3821  -3.4538  0.09
H  3.0755  -3.1615  -0.6373  0.11
H  5.1293  -4.4736  -0.1349  0.12
H  7.3788  -3.4653  -0.5216  0.12
H  7.5590  -1.1372  -1.3949  0.12
H  5.5043  0.2016  -1.8301  0.11
H  2.0720  2.3144  -0.6924  0.10
H  2.5339  4.4708  -1.8218  0.12
H  3.6555  4.5059  -4.0498  0.12
H  4.3198  2.3611  -5.1344  0.12
H  3.8822  0.2025  -3.9993  0.12
Cl  -1.8661  3.5163  0.3485  0.68
C  -1.9847  1.7534  0.3957  -1.46
Cl  -1.1157  1.0271  1.7742  0.70
Cl  -3.6980  1.2275  0.3906  0.70
C  -1.3416  1.1140  -0.8368  -0.65
O  -0.8341  1.7088  -1.7935  0.01
O  -1.3386  -0.2603  -0.6752  -0.30

Cartesian forces, eV/Å:
-5.1088 1.6070 7.2094
-0.6278 -1.0257 -2.6781
0.1572 -0.2582 -3.0926
0.3715 -0.8727 -0.4990
0.3520 -0.8877 -0.3049
2.9444 -0.0058 -0.4040
2.0509 -0.1959 -1.6818
-0.0902 1.0683 -0.6385
-0.0130 1.0244 -0.9600
-0.2218 0.1666 0.3857
0.1806 0.0235 0.4664
-0.4485 0.1838 0.5882
0.0804 0.2184 0.2850
-0.1933 0.4908 0.1249
-0.2256 0.3585 -0.0487
-0.3776 0.0433 0.3887
-0.0861 0.2611 0.3252
-0.4003 -0.0824 0.3476
-0.4260 -0.1323 0.1998
0.1414 -0.5503 0.0399
0.3500 -0.5442 0.0927
-0.0194 0.0390 0.4001
0.1290 -0.3465 0.0090
-0.1643 0.0553 -0.1995
0.0653 0.1936 -0.1007
0.8069 1.0958 -1.4760
1.2667 0.1689 -0.1312
-2.9654 -1.0539 0.6337
0.9794 0.8765 -0.9047
-0.7848 -0.3785 -0.1315
0.4750 0.1934 0.8485
-0.1736 0.1807 0.1718
0.1713 0.0647 0.1265
-0.1935 -0.0239 -0.3478
0.3038 -0.4081 -0.0317
2.0716 -1.3421 0.2450
-0.5071 0.3483 -0.1139
0.3525 0.0343 -0.1091
-0.0176 0.1089 0.0712
0.3303 -0.3836 -0.2444
-0.6471 0.2084 0.3087
0.2174 -0.0600 -0.1048
0.1280 0.0876 -0.0345
-0.0901 0.1422 -0.0531
-0.2361 0.2204 -0.0302
-0.0895 -0.0611 0.0220
-0.0283 -0.1443 0.0586
-0.2069 0.3240 -0.1769
0.1730 -0.2509 -0.1436
-0.0381 0.0343 -0.0472
-0.0505 -0.1670 0.1597
-0.0859 -0.1656 0.0696
-0.0017 0.1440 0.0775
0.1417 0.3754 0.0088
-0.2846 -0.0866 0.8670
-0.0010 -0.2840 0.3909
-0.0799 0.3542 0.3121
0.1551 0.2014 -0.1003
-0.0272 -0.0517 -0.4596
0.1355 -0.4563 -0.0140
-0.2353 0.1563 0.1877
-0.0483 -0.1122 0.0045
0.3476 -0.1348 -0.1071
0.0749 0.1341 -0.0044
-0.2603 0.1287 0.1055
0.2974 0.0310 0.0596
0.0461 0.2623 -0.1324
-0.2840 0.1886 -0.0935
-0.2521 -0.1212 0.0687
0.0910 -0.2906 0.1597
0.1863 0.1489 -0.1995
0.0857 -0.2556 -0.1569
-0.0515 -0.2828 0.1668
-0.1203 0.0155 0.2504
0.0213 0.2666 0.1042
0.0473 -0.7093 0.0994
-0.2805 -0.0918 0.0346
-0.2470 0.6210 0.1363
0.4887 0.2877 0.0501
1.4944 -0.4278 -2.2511
-1.3580 -1.4961 2.0745
0.3369 1.0037 -0.5294

=====

2.
Below is C37H37F3HfO2P2 as an isolated structure, with properties calculated with the ωB97M-V functional and the def2-TZVPD basis.

Properties
HOMO energy = -12.2071 eV
Kohn-Sham gap = 4.52 eV
E = -2612.19594 a.u.
ΔE to the lowest compared entry with this formula, charge and spin = 7.0 kcal/mol
Charge = +2
LUMO energy = -7.7 eV

Each line ends with the Löwdin charge.
CARTESIAN COORDINATES (ANGSTROEM)
Hf  -1.1946  -0.5701  1.4799  1.81
C  0.3317  -2.1377  5.2797  -0.09
C  1.3412  -1.6856  4.5367  -0.11
C  2.1513  -2.3920  3.4857  -0.18
C  1.5148  -2.2543  2.0732  -0.19
C  0.1840  -2.9490  1.8034  -0.18
C  -0.4483  -3.8427  2.6312  -0.03
C  0.0231  -4.3249  3.9221  -0.15
C  -0.3700  -3.4698  5.1661  -0.13
C  -2.7052  -0.0775  0.0637  -0.21
H  -0.1297  -1.4120  5.9778  0.12
H  1.5145  -0.5947  4.5649  0.11
H  2.3742  -3.4392  3.7369  0.11
H  3.1530  -1.9389  3.4567  0.13
H  1.4980  -1.1795  1.8274  0.08
H  2.2328  -2.6908  1.3718  0.13
H  -0.0143  -3.1328  0.7176  0.13
H  -1.4692  -4.1408  2.3686  0.13
H  1.1028  -4.4543  3.9480  0.10
H  -0.4025  -5.3194  4.1138  0.14
H  -1.4493  -3.2887  5.1540  0.10
H  -0.1494  -4.0596  6.0590  0.13
H  -3.6824  -0.2549  0.5728  0.06
H  -2.5258  -0.8017  -0.7555  0.01
H  -2.7391  0.9227  -0.3923  0.04
P  0.5863  2.4266  -0.8815  0.95
P  0.0634  0.1747  -2.4791  0.97
C  2.0524  1.4688  -1.2651  -0.31
C  1.7896  0.2905  -1.9053  -0.28
C  1.0153  4.1275  -1.4577  -0.40
C  2.3508  4.5129  -1.6261  -0.10
C  2.6670  5.8685  -1.7579  -0.06
C  1.6584  6.8357  -1.8280  -0.06
C  0.3163  6.4369  -1.8050  -0.06
C  -0.0063  5.0925  -1.6083  -0.09
C  0.5071  2.5625  0.9270  -0.32
C  -0.2932  1.5491  1.5436  -0.26
C  -0.5331  1.5759  2.9333  -0.11
C  0.1750  2.4976  3.7476  -0.02
C  1.0230  3.4152  3.1375  0.00
C  1.1847  3.4543  1.7444  -0.01
C  0.1248  0.8273  -4.2876  -0.30
C  0.4026  2.1849  -4.5612  -0.10
C  0.5132  2.6499  -5.8751  -0.07
C  0.3383  1.7851  -6.9664  -0.06
C  0.0563  0.4388  -6.7021  -0.07
C  -0.0225  -0.0357  -5.3847  -0.09
C  -0.2405  -1.6078  -2.6348  -0.44
C  -1.5619  -2.0340  -2.8873  -0.14
C  -1.8735  -3.3832  -2.9818  -0.06
C  -0.8563  -4.3421  -2.8340  -0.07
C  0.4630  -3.9345  -2.6403  -0.07
C  0.7648  -2.5728  -2.5729  -0.11
H  3.0303  1.7874  -0.9073  0.08
H  2.4716  -0.5467  -2.0486  0.07
H  3.1350  3.7573  -1.6314  0.09
H  3.7192  6.1533  -1.8009  0.11
H  1.9198  7.8965  -1.8796  0.12
H  -0.4749  7.1742  -1.9219  0.11
H  -1.0455  4.7630  -1.5679  0.11
H  -0.8909  1.0279  0.6768  0.00
H  -1.3297  1.0184  3.4210  0.09
H  0.0439  2.4542  4.8433  0.14
H  1.5637  4.1275  3.7614  0.14
H  1.8448  4.1816  1.2992  0.12
H  0.5802  2.8888  -3.7438  0.07
H  0.8044  3.6847  -6.0650  0.11
H  0.5021  2.1402  -7.9989  0.12
H  -0.0444  -0.2515  -7.5412  0.11
H  -0.1523  -1.1065  -5.2351  0.10
H  -2.3376  -1.2902  -3.0238  0.10
H  -2.9017  -3.6983  -3.1731  0.12
H  -1.0911  -5.4072  -2.8847  0.11
H  1.2764  -4.6655  -2.5611  0.12
H  1.7972  -2.2740  -2.5085  0.08
F  -5.1157  -1.8702  3.7715  0.18
C  -4.0884  -2.6891  3.4392  -0.48
F  -3.7621  -3.3799  4.5662  0.16
F  -4.5471  -3.5898  2.5526  0.18
C  -2.8911  -1.9011  2.8468  -0.43
O  -2.2457  -0.9478  3.4137  -0.04
O  -2.5773  -2.2141  1.6467  -0.11

Cartesian forces, eV/Å:
0.0901 -4.0128 2.7279
-0.6166 0.4154 -0.2619
-0.3760 0.8080 -0.2910
0.2822 0.0106 -0.1382
0.8190 -1.2049 0.2587
0.1197 -0.0468 -0.1159
-0.2895 1.4804 -0.6291
0.3403 -0.8071 1.6229
0.3972 0.2284 -0.0417
-0.3111 0.8627 -0.2048
0.2220 -0.5576 -0.4167
0.3125 -0.5702 0.4114
-0.1128 0.6224 -0.2740
-0.3371 0.0960 -0.1493
-0.1433 0.2518 -0.1209
0.0242 0.2640 -0.2070
-0.4473 0.5940 0.4205
0.5713 -0.3978 -0.3965
-0.4507 -0.2045 -0.1308
-0.0493 0.2040 -0.2383
0.1142 -0.0434 0.1823
-0.1700 -0.1040 -0.0616
0.5096 -0.0777 -0.4661
-0.3123 -0.0119 0.2886
0.0443 -0.2714 0.0460
-0.8178 2.2539 -1.3485
-0.7553 -0.5717 -1.3672
0.1485 -1.6448 0.0461
-0.2665 1.1248 0.6394
0.0154 0.1742 0.4373
-0.2325 0.3912 0.2219
0.0533 -0.0979 -0.1884
0.0014 -0.2714 0.1647
0.2004 -0.2089 0.0273
0.3799 -0.3443 0.1474
0.8705 -1.0299 0.8432
0.3526 1.7647 -1.2423
0.0681 0.1077 -0.0838
-0.2693 -0.7458 -0.2967
0.0151 0.0172 0.1467
-0.4019 -0.1834 0.3673
0.4634 -0.0822 0.1018
-0.0737 -0.2356 0.2458
0.1451 -0.2253 -0.2031
0.1666 -0.1793 0.4406
0.1910 0.3274 0.0019
-0.0259 -0.0115 -0.0107
0.0585 -0.5147 -0.8099
0.3504 -0.0041 0.2965
0.2764 -0.3201 0.0425
-0.0846 0.0556 0.0477
-0.0332 -0.0579 0.0263
-0.2878 -0.2949 0.1039
-0.0120 -0.3973 -0.0373
0.3520 0.6572 -0.1790
-0.0569 0.3524 0.1185
-0.3256 0.0335 -0.0761
-0.1140 -0.4227 -0.1184
0.1524 -0.1530 0.0490
0.1924 0.1936 0.0535
0.4884 2.7307 0.3519
0.0473 -0.2537 0.1716
-0.0266 0.1761 -0.8194
-0.1061 -0.1896 -0.1736
0.0309 0.1718 -0.0889
-0.1040 -0.1831 -0.2623
-0.2083 -0.2583 0.1805
-0.2823 -0.2264 0.7200
-0.0088 0.0968 0.3416
-0.1123 0.2165 0.0292
-0.0890 0.0417 0.0045
0.3510 0.1014 0.0396
0.0323 0.3507 -0.0317
-0.4245 0.2506 -0.0960
0.1627 -0.0798 0.0947
1.3242 -0.2885 -0.5724
-1.9797 -1.1339 1.4568
0.3272 0.8611 -1.0505
0.7286 0.9722 0.4497
0.2371 -0.1276 -1.5702
-0.4943 -0.5322 -1.0241
-0.8211 0.3190 1.4267